ORCA calculation (ωB97M-V with the def2-TZVPD basis set) on an isolated molecule of C4H3N in a non-equilibrium geometry.

Computed properties:
- SMILES: C#CCC#N
- Energy relative to the best compared isomer or geometry (same formula, charge and spin): 2.594 eV
- Total energy: -208.80649 hartree

The geometry in ORCA input format:
```
! wB97M-V def2-TZVPD RIJCOSX def2/J DEFGRID3
* xyz 0 1
C 1.6608 0.7680 -0.0384
C 0.5871 0.2303 -0.0001
C -0.5535 -0.6745 0.1498
C -1.8512 0.0625 -0.2598
N -1.4752 1.1178 -0.5548
H 2.7002 0.9924 0.0211
H -0.6451 -0.9675 1.1944
H -0.4230 -1.5291 -0.5123
*
```

ORCA calculation (ωB97M-V with the def2-TZVPD basis set) on a structure of composition C17H14CaF6N5O2S5Sb in a non-equilibrium geometry.

Computed properties:
- <S²>: 0.80
- Energy relative to the best compared isomer or geometry (same formula, charge and spin): 0.000 eV
- Total energy: -4588.78351 hartree

The geometry in ORCA input format:
```
! wB97M-V def2-TZVPD RIJCOSX def2/J DEFGRID3
* xyz -1 2
Ca -1.4885 -2.6471 -0.1783
C 1.7439 2.7990 2.1989
S 0.6582 1.6305 3.1228
C 0.5616 0.3495 1.9503
S -0.2408 0.6764 0.4418
N 0.9823 -0.8145 2.3409
N 0.6209 -1.9376 1.6604
C 1.2573 -2.9528 2.1946
C 0.9624 -4.2941 1.9137
C 1.7763 -5.3142 2.5090
C 1.4058 -6.6073 2.2168
C 0.3047 -6.9355 1.4262
C -0.3886 -5.8522 0.8247
N -0.0295 -4.5996 1.0545
H 1.5352 3.8293 2.4900
H 1.4310 2.8227 1.1312
H 2.7489 2.5240 2.2428
H 2.0825 -2.6688 2.9211
H 2.7038 -5.0819 3.0361
H 1.9372 -7.4232 2.7225
H 0.1146 -7.9815 1.2200
H -1.2662 -5.9991 0.1668
O -1.4340 -3.7661 -2.2273
C -1.9697 -2.8060 -2.8628
O -2.4261 -1.7820 -2.1720
H -2.1081 -2.7778 -3.9678
S 1.6068 4.1000 -5.2777
C 1.6178 3.4041 -3.7339
S 2.0078 1.7512 -3.4549
C 1.3483 1.8714 -1.8940
N 1.0827 3.0627 -1.4828
N 1.2066 3.9609 -2.5504
C 0.9568 5.3633 -2.2961
C 0.1066 5.6626 -1.2135
C -0.3125 6.9842 -1.0156
C 0.2291 8.0285 -1.7965
C 1.1789 7.7072 -2.7756
C 1.5088 6.3790 -3.0436
S 1.2757 0.3016 -1.0310
H -0.1362 4.8616 -0.5357
H -1.0316 7.2343 -0.2544
H -0.1473 9.0263 -1.5932
H 1.6668 8.4306 -3.3883
H 2.2066 6.0996 -3.8167
F -3.0841 -2.1902 1.3660
Sb -4.0557 -3.8612 1.8630
F -2.8600 -4.3923 0.4399
F -2.6444 -4.2591 3.0982
F -4.8378 -5.5495 1.9757
F -4.9031 -3.0610 3.3306
F -5.4620 -3.3058 0.7039
*
```

ORCA calculation (ωB97M-V with the def2-TZVPD basis set) on a cluster of 3 separate species, C22H40Cl4N2O5P in total.

Computed properties:
- Total energy: -3530.00972 hartree

The geometry in ORCA input format:
```
! wB97M-V def2-TZVPD RIJCOSX def2/J DEFGRID3
* xyz 1 1
C 5.5164 -2.6649 1.7221
C 4.4411 -1.6544 1.2903
C 4.0653 -1.7213 -0.2036
C 4.8271 -0.6871 -1.0376
C 4.2045 0.7107 -1.0199
C 2.7970 0.7818 -1.6300
C 1.7905 1.6374 -0.8307
C 0.5827 0.8294 -0.3358
N -0.6713 1.6346 -0.3352
C -0.6935 2.6970 0.4882
C -1.7835 3.5171 0.6116
P -1.5509 4.8604 1.8163
O -0.7780 4.3470 2.9514
O -2.9816 5.4732 2.0778
O -0.8581 6.0104 0.9788
C -2.9007 3.2217 -0.1782
C -4.1469 4.0675 -0.1955
O -4.3831 4.8306 -1.0837
O -4.9429 3.8159 0.8578
C -2.8596 2.1415 -1.0353
C -1.7397 1.3364 -1.1183
N -1.7548 0.2474 -1.9841
C -2.1760 -1.0463 -1.3447
C -3.3580 -1.6843 -2.0783
C -4.7205 -1.4617 -1.4209
C -4.8466 -1.9590 0.0139
H 5.7914 -3.3204 0.8959
H 6.4166 -2.1426 2.0306
H 5.1724 -3.2955 2.5393
H 3.5411 -1.7775 1.8940
H 4.8074 -0.6416 1.4842
H 2.9831 -1.6045 -0.3074
H 4.3000 -2.7139 -0.5915
H 4.9561 -1.0143 -2.0711
H 5.8296 -0.6049 -0.6088
H 4.8617 1.3853 -1.5687
H 4.1929 1.0642 0.0143
H 2.8738 1.2190 -2.6247
H 2.3974 -0.2247 -1.7563
H 1.4266 2.4647 -1.4433
H 2.2856 2.0857 0.0309
H 0.4222 -0.0442 -0.9533
H 0.7178 0.5269 0.7009
H 0.1885 2.8564 1.0939
H -3.5506 4.8333 2.5319
H -0.0006 6.2042 1.3872
H -5.6831 4.4451 0.8202
H -3.6969 1.8983 -1.6733
H -0.8510 0.1391 -2.4252
H -1.3198 -1.7204 -1.3108
H -2.4386 -0.8360 -0.3077
H -3.3822 -1.2374 -3.0729
H -3.1732 -2.7525 -2.2005
H -5.0158 -0.4112 -1.5039
H -5.4415 -2.0190 -2.0207
H -4.8669 -3.0484 0.0435
H -4.0433 -1.6225 0.6701
H -5.7784 -1.6031 0.4547
Cl 8.5333 -0.5203 1.8899
C 8.3180 0.8350 3.0266
C 6.8821 1.2864 3.0942
Cl 6.3326 2.0420 1.5717
H 8.9802 1.6370 2.7127
H 8.6272 0.4835 4.0092
H 6.7694 2.0306 3.8801
H 6.2184 0.4499 3.2993
Cl -5.1899 -5.9124 -0.2632
C -6.8928 -5.4738 -0.5651
C -7.2630 -5.6036 -2.0191
Cl -6.4297 -4.3940 -3.0340
H -7.0387 -4.4565 -0.2102
H -7.5071 -6.1476 0.0287
H -8.3320 -5.4398 -2.1397
H -7.0087 -6.5853 -2.4086
*
```

ORCA calculation (ωB97M-V with the def2-TZVPD basis set) on a structure of composition C4H12N2 in a non-equilibrium geometry.

Computed properties:
- Energy relative to the best compared isomer or geometry (same formula, charge and spin): 8.996 eV
- Total energy: -268.78576 hartree

The geometry in ORCA input format:
```
! wB97M-V def2-TZVPD RIJCOSX def2/J DEFGRID3
* xyz 0 1
C 1.9765 -1.0374 -0.0672
N 1.7233 0.3008 0.3044
C 0.4086 0.5899 0.5661
C -0.7627 -0.3862 1.0100
C -2.0893 -0.0908 0.3398
N -0.9723 0.6598 -1.8389
H 2.0480 -1.9589 0.6075
H 3.0047 -0.9258 -0.4882
H 1.6119 -1.6117 -0.9740
H -0.0145 0.3612 -1.9643
H 0.2759 1.4626 1.2485
H -0.0588 1.1542 -0.2782
H -0.4007 -1.4460 0.8800
H -0.7257 -0.2849 2.1619
H -2.7086 -0.9452 0.7216
H -2.6121 0.8303 0.6874
H -1.4094 1.6259 -2.1046
H -1.6564 0.6003 -0.7989
*
```

ORCA calculation (ωB97M-V with the def2-TZVPD basis set) on an isolated molecule of C4H8N2OS in a non-equilibrium geometry.

Computed properties:
- SMILES: N[C@@H]1C[C@@H]1S/C=N\O
- Energy relative to the best compared isomer or geometry (same formula, charge and spin): 3.247 eV
- Total energy: -740.04269 hartree

The geometry in ORCA input format:
```
! wB97M-V def2-TZVPD RIJCOSX def2/J DEFGRID3
* xyz 0 1
N 0.9253 -1.9277 0.4840
C 1.6381 -0.9500 -0.2762
C 1.7455 0.4565 0.1360
C 0.9066 0.0899 -1.0658
S -0.9112 0.2724 -1.2438
C -1.2725 1.3660 0.1097
N -1.3500 1.0654 1.3443
O -1.0202 -0.2070 1.6925
H 1.2514 -2.0535 1.4566
H 0.8600 -2.8369 -0.0340
H 2.5486 -1.3174 -0.8162
H 2.5973 1.0468 -0.2168
H 1.2305 0.7217 1.0458
H 1.3168 0.3599 -2.0478
H -1.5249 2.3776 -0.1243
H -0.6729 -0.7384 0.8771
*
```

ORCA calculation (ωB97M-V with the def2-TZVPD basis set) on a structure of composition C37H27Br2Cl2I2N4O4Os.

Computed properties:
- <S²>: 6.04
- Energy relative to the best compared isomer or geometry (same formula, charge and spin): 0.000 eV
- Total energy: -8700.43028 hartree

The geometry in ORCA input format:
```
! wB97M-V def2-TZVPD RIJCOSX def2/J DEFGRID3
* xyz 1 5
Os 1.0015 0.6321 -0.8101
I 2.8832 -6.7264 -2.1967
C 2.3416 -4.7136 -2.2099
C 1.3078 -4.2844 -3.0290
C 0.9303 -2.9542 -2.9940
I -0.6614 -2.3211 -4.1746
C 1.5667 -2.0172 -2.1636
O 1.1541 -0.7571 -2.2067
C 2.6278 -2.4669 -1.3630
C 3.3779 -1.5578 -0.4280
N 3.3141 -0.1371 -0.7907
C 4.1976 0.6353 0.0708
C 4.0523 2.1164 -0.1464
C 4.9698 2.9854 0.4375
C 4.8520 4.3403 0.2082
C 3.8318 4.7872 -0.6215
C 2.9670 3.8555 -1.1566
N 3.0537 2.5412 -0.9162
C 2.9998 -3.8064 -1.3976
H 0.8004 -4.9767 -3.6872
H 4.4228 -1.8879 -0.3892
H 2.9705 -1.6379 0.5805
H 3.5933 -0.0188 -1.7616
H 5.2481 0.3646 -0.0881
H 3.9505 0.3820 1.1045
H 5.7647 2.5887 1.0560
H 5.5499 5.0371 0.6528
H 3.7136 5.8354 -0.8569
H 2.1742 4.1694 -1.8190
H 3.8226 -4.1389 -0.7755
C -0.4415 3.7076 -1.2087
C -0.3532 3.2455 0.2124
C -0.9722 4.0392 1.2033
C -0.9905 3.6488 2.5073
C -0.3711 2.4361 2.8803
C -0.3431 1.9028 4.1920
Br -1.1795 2.8272 5.6135
C 0.2780 0.7129 4.4430
C 0.9053 0.0069 3.4053
Br 1.7489 -1.6392 3.7743
C 0.9246 0.4763 2.1057
O 1.5041 -0.1394 1.1140
C 0.2562 1.7090 1.8564
N 0.2568 2.1159 0.5407
H -0.2244 4.7751 -1.2590
H -1.4579 3.5604 -1.5776
H 0.2206 3.1575 -1.8682
H -1.4429 4.9635 0.8971
H -1.4765 4.2540 3.2605
H 0.2921 0.3057 5.4444
Cl -3.5629 -4.5399 -2.3016
C -2.4773 -4.0326 -1.0639
C -1.2449 -4.5955 -0.9588
C -0.3667 -4.1633 0.0534
C -0.7571 -3.2232 0.9883
C -2.0044 -2.6381 0.9035
Cl -2.5104 -1.6152 2.1673
C -2.8931 -2.9758 -0.1818
N -4.0950 -2.4206 -0.3785
C -4.5249 -1.0985 -0.0190
C -5.5439 -0.9756 0.9186
C -5.9674 0.2785 1.3109
C -5.3741 1.4050 0.7531
C -4.4014 1.2653 -0.2201
C -3.9670 0.0121 -0.6478
C -2.9738 -0.0626 -1.7830
C -1.5671 0.1364 -1.2754
O -0.7881 0.9778 -1.8471
O -1.1940 -0.5257 -0.2964
H -0.9406 -5.3572 -1.6621
H 0.6250 -4.5946 0.1036
H -0.0945 -2.9253 1.7900
H -4.7089 -2.9432 -0.9944
H -5.9641 -1.8678 1.3644
H -6.7475 0.3785 2.0528
H -5.6910 2.3923 1.0608
H -3.9783 2.1472 -0.6889
H -3.2169 0.6715 -2.5494
H -2.9813 -1.0439 -2.2634
*
```